No. 1
The following is a quantum chemistry calculation of a cluster of 2 separate species, C2H3N2O2 in total, from the Open Molecules 2025 dataset.

Geometry as XYZ:
```
9
Properties=species:S:1:pos:R:3:forces:R:3:nbo_charge:R:1
C 0.547 0.669 -0.722 1.57 1.42 -1.56 0.8609
C -1.530 0.041 0.497 -0.45 0.21 -0.11 -0.0653
N -0.490 -0.708 1.085 -0.04 -1.45 1.02 -0.4455
N -0.129 0.328 0.300 0.09 0.55 0.16 -0.3034
O 0.854 1.602 -1.396 -0.20 -1.45 0.65 -0.5216
O 2.716 -0.924 -0.537 -1.20 0.79 -0.06 -1.2092
H -2.080 -0.344 -0.370 0.14 -0.02 -0.08 0.1387
H -2.078 0.793 1.073 0.02 0.04 -0.05 0.1398
H 2.189 -1.457 0.070 0.07 -0.09 0.03 0.4055
```
Forces are in eV/Å.

Multiplicity = 1
DFT total energy = -9192.78694 eV
Energy above the lowest of the compared OMol25 structures with the same formula, charge and spin = 113.4 kcal/mol
Net charge = -1
Frontier orbital gap = 7.0 eV



No. 2
The following is a quantum chemistry calculation of the ion C2H3N2O2 with charge +1, from the Open Molecules 2025 dataset.

Geometry as XYZ:
```
9
Properties=species:S:1:pos:R:3:forces:R:3:nbo_charge:R:1
O 1.226 -0.802 -1.536 -0.04 0.73 0.37 -0.3445
C 1.058 -0.689 -0.371 0.53 -2.94 1.85 0.3421
C 0.352 0.281 0.523 1.40 0.88 0.50 0.1986
N -0.852 0.739 0.393 4.11 -2.25 2.39 -0.3336
N -1.545 0.563 -0.768 -3.40 0.16 -4.06 0.3170
O -1.607 -0.518 -1.241 0.84 1.11 1.65 -0.1019
H 1.414 -1.488 0.482 -0.29 1.08 -1.88 0.1648
H 1.050 0.530 1.413 -1.67 0.05 -1.28 0.2913
H -1.096 1.384 1.104 -1.48 1.19 0.46 0.4662
```
Forces are in eV/Å.

Multiplicity = 1
DFT total energy = -9184.62449 eV
Energy above the lowest of the compared OMol25 structures with the same formula, charge and spin = 131.4 kcal/mol
Net charge = +1
Frontier orbital gap = 8.3 eV



No. 3
The following is a quantum chemistry calculation of the ion C2H3N2O2 with charge +1, from the Open Molecules 2025 dataset.

Geometry as XYZ:
```
9
Properties=species:S:1:pos:R:3:forces:R:3:nbo_charge:R:1
O -0.810 -0.596 -1.799 -1.45 -0.04 0.25 -0.3709
C 0.139 -0.110 -1.306 3.56 -0.87 -2.44 0.3229
C 0.212 0.826 -0.146 -0.96 -3.40 1.28 0.2444
N 0.089 0.304 1.026 0.87 2.56 0.20 -0.3568
N -0.666 -0.841 1.439 -2.20 -4.10 0.79 0.3277
O -0.543 -1.889 0.943 0.62 1.90 -0.06 -0.0789
H 1.223 -0.353 -1.801 -1.78 0.77 1.31 0.1886
H 0.343 1.829 -0.284 0.65 2.73 -0.18 0.2598
H 0.013 0.830 1.927 0.69 0.45 -1.15 0.4632
```
Forces are in eV/Å.

Multiplicity = 1
DFT total energy = -9184.85051 eV
Energy above the lowest of the compared OMol25 structures with the same formula, charge and spin = 126.2 kcal/mol
Net charge = +1
Frontier orbital gap = 8.4 eV



no.,HOMO energy (Ha)
1,-0.1189
2,-0.5896
3,-0.5837